This record from OMol25 describes a molecular structure, C53H43AsBrF6N4O6PV in a non-equilibrium geometry. The level of theory is the ωB97M-V functional and the def2-TZVPD basis.

```
116
C53H43AsBrF6N4O6PV, DFT the ωB97M-V functional and the def2-TZVPD basis
V -0.069 0.372 0.393
O 0.858 4.978 1.533
C -0.466 5.209 1.445
C -0.872 6.537 1.314
C -2.215 6.843 1.193
C -3.184 5.837 1.190
C -2.786 4.522 1.328
C -1.433 4.191 1.475
C -1.027 2.780 1.556
O 0.192 2.412 1.370
N -2.003 1.910 1.833
N -1.537 0.651 1.632
C -2.143 -0.377 2.091
C -1.437 -1.650 1.889
C -1.912 -2.880 2.264
C -1.128 -4.006 2.034
C 0.105 -3.867 1.433
C 0.528 -2.597 1.075
N -0.218 -1.513 1.322
H 1.012 4.014 1.493
H -0.110 7.309 1.300
H -2.515 7.882 1.097
H -4.233 6.082 1.073
H -3.506 3.711 1.319
H -3.093 -0.289 2.603
H -2.898 -2.957 2.712
H -1.491 -4.987 2.316
H 0.744 -4.719 1.234
H 1.471 -2.439 0.564
Br -2.648 1.312 -4.469
C -2.350 2.954 -3.595
C -3.041 4.091 -3.967
C -2.745 5.286 -3.318
C -1.768 5.340 -2.327
C -1.091 4.190 -1.962
C -1.404 2.994 -2.589
C -0.761 1.752 -2.124
O -0.795 0.736 -2.923
O -0.236 1.745 -0.993
H -3.780 4.048 -4.755
H -3.280 6.185 -3.600
H -1.543 6.274 -1.825
H -0.333 4.201 -1.186
C 5.293 -2.894 2.075
C 5.443 -1.700 1.385
C 4.454 -0.727 1.443
C 3.304 -0.937 2.194
C 3.155 -2.142 2.881
C 4.144 -3.115 2.824
As 1.872 0.399 2.246
C 2.909 2.054 2.283
C 3.466 2.534 1.095
C 4.182 3.726 1.087
C 4.330 4.462 2.255
C 3.751 4.004 3.430
C 3.043 2.807 3.444
C 1.428 0.224 4.137
C 0.120 0.340 4.593
C -0.172 0.228 5.951
C 0.848 0.011 6.864
C 2.163 -0.087 6.418
C 2.450 0.019 5.066
H 6.066 -3.652 2.028
H 6.326 -1.525 0.783
H 4.585 0.187 0.883
H 2.269 -2.326 3.471
H 4.019 -4.042 3.371
H 3.333 1.994 0.168
H 4.615 4.080 0.159
H 4.881 5.396 2.247
H 3.840 4.583 4.342
H 2.589 2.478 4.364
H -0.680 0.543 3.903
H -1.198 0.320 6.290
H 0.625 -0.072 7.922
H 2.968 -0.244 7.127
H 3.473 -0.061 4.731
C -0.107 -4.579 -6.473
C -0.135 -4.715 -4.966
C 0.492 -5.800 -4.361
C 0.504 -5.944 -2.983
C -0.152 -5.009 -2.195
C -0.792 -3.930 -2.783
N -1.444 -2.969 -1.934
C -2.805 -2.694 -2.011
C -3.685 -3.665 -2.524
C -5.045 -3.440 -2.593
C -5.597 -2.239 -2.150
C -4.748 -1.281 -1.644
C -3.363 -1.480 -1.563
C -2.566 -0.356 -1.005
O -3.064 0.748 -0.838
O -1.298 -0.625 -0.709
C -0.766 -3.751 -4.170
C -1.357 -2.501 -4.782
H 0.308 -5.478 -6.931
H 0.511 -3.731 -6.789
H -1.108 -4.421 -6.882
H 0.992 -6.536 -4.985
H 1.014 -6.785 -2.527
H -0.184 -5.105 -1.114
H -0.865 -2.255 -1.532
H -3.268 -4.607 -2.858
H -5.691 -4.218 -2.987
H -6.665 -2.060 -2.207
H -5.132 -0.328 -1.300
H -2.450 -2.554 -4.850
H -0.967 -2.325 -5.785
H -1.111 -1.635 -4.166
F 2.238 0.166 -0.512
P 2.573 -0.687 -1.944
F 4.043 -0.078 -1.931
F 2.822 -1.489 -3.285
F 3.057 -1.927 -1.044
F 1.041 -1.239 -1.835
F 2.021 0.586 -2.757
```

Computed properties:
Calculated total energy in hartree: -9410.5916
⟨S²⟩: 3.779
Energy relative to the best compared isomer or geometry (same formula, charge and spin) in kcal/mol: 41.9
Largest force on an atom in eV/A: 2.26
Kohn-Sham gap (spin up / spin down) in Ha: 0.24833 / 0.16230
Spin multiplicity: 4



This record from OMol25 describes a molecular structure, C46H58N4O3P4Ti in a non-equilibrium geometry. The level of theory is the ωB97M-V functional and the def2-TZVPD basis.

```
116
C46H58N4O3P4Ti, DFT the ωB97M-V functional and the def2-TZVPD basis
Ti 0.760 0.171 0.813
C 3.358 3.596 0.589
C 3.084 2.131 0.643
O 1.835 1.796 0.686
C 4.083 1.186 0.662
C 3.849 -0.201 0.655
C 5.026 -1.106 0.464
N 2.625 -0.719 0.751
N 2.586 -2.108 0.535
C 1.450 -2.406 -0.010
O 0.552 -1.463 -0.202
C 1.119 -3.786 -0.403
C -0.187 -4.105 -0.767
C -0.510 -5.415 -1.089
C 0.468 -6.400 -1.058
C 1.773 -6.079 -0.704
C 2.101 -4.776 -0.372
H 2.951 4.077 1.482
H 2.851 4.036 -0.271
H 4.423 3.804 0.529
H 5.106 1.522 0.600
H 5.950 -0.548 0.584
H 5.001 -1.531 -0.542
H 4.993 -1.945 1.155
H -0.939 -3.328 -0.809
H -1.524 -5.668 -1.367
H 0.216 -7.420 -1.315
H 2.534 -6.848 -0.688
H 3.114 -4.516 -0.094
C 3.024 1.504 3.783
P 1.422 0.755 3.358
C 1.324 -0.581 4.591
C 0.242 2.002 4.009
C -1.156 1.813 3.434
P -1.111 1.883 1.607
C -0.720 3.620 1.253
C -2.869 1.763 1.163
H 3.028 1.734 4.850
H 3.191 2.424 3.228
H 3.839 0.815 3.568
H 1.578 -0.173 5.570
H 2.030 -1.377 4.358
H 0.323 -1.007 4.634
H 0.634 2.987 3.740
H 0.233 1.955 5.100
H -1.841 2.583 3.799
H -1.572 0.843 3.716
H -1.412 4.287 1.768
H -0.792 3.793 0.181
H 0.304 3.849 1.545
H -3.438 2.476 1.761
H -3.251 0.761 1.348
H -3.006 1.997 0.109
C -2.238 0.076 -1.743
C -1.335 1.212 -2.237
P 0.426 0.990 -1.784
C 1.220 2.578 -2.212
C 0.528 3.786 -2.244
C 1.180 4.964 -2.587
C 2.531 4.947 -2.899
C 3.230 3.748 -2.870
C 2.580 2.572 -2.532
C 1.158 -0.092 -3.050
C 0.729 0.030 -4.373
C 1.340 -0.704 -5.375
C 2.389 -1.563 -5.072
C 2.840 -1.666 -3.766
C 2.230 -0.928 -2.762
P -2.122 -1.524 -2.671
C -3.388 -2.494 -1.759
C -4.431 -1.987 -0.986
C -5.339 -2.837 -0.367
C -5.220 -4.212 -0.511
C -4.186 -4.733 -1.278
C -3.279 -3.882 -1.889
C -3.020 -1.077 -4.198
C -4.242 -0.403 -4.205
C -4.865 -0.092 -5.402
C -4.277 -0.459 -6.607
C -3.073 -1.142 -6.612
C -2.446 -1.450 -5.410
H -3.267 0.436 -1.756
H -1.967 -0.151 -0.704
H -1.653 2.136 -1.747
H -1.441 1.380 -3.310
H -0.533 3.826 -2.041
H 0.625 5.892 -2.628
H 3.033 5.863 -3.178
H 4.281 3.726 -3.126
H 3.133 1.640 -2.540
H -0.077 0.701 -4.639
H 0.997 -0.603 -6.396
H 2.861 -2.139 -5.857
H 3.669 -2.320 -3.527
H 2.618 -0.991 -1.756
H -4.562 -0.920 -0.854
H -6.151 -2.423 0.218
H -5.935 -4.872 -0.039
H -4.093 -5.804 -1.407
H -2.477 -4.294 -2.492
H -4.728 -0.136 -3.273
H -5.816 0.426 -5.398
H -4.769 -0.221 -7.541
H -2.623 -1.445 -7.549
H -1.509 -1.993 -5.410
C -3.099 -1.982 1.797
N -1.930 -2.697 2.283
C -0.695 -2.203 2.265
N 0.321 -3.025 2.585
O -0.491 -0.979 1.991
H -3.808 -2.703 1.398
H -2.803 -1.332 0.977
H -3.578 -1.403 2.587
H -2.055 -3.642 2.609
H 0.176 -4.022 2.552
H 1.261 -2.724 2.372
```

Computed properties:
Calculated total energy in hartree: -4447.0307
Energy relative to the best compared isomer or geometry (same formula, charge and spin) in kcal/mol: 7.8
Largest force on an atom in eV/A: 1.01
Kohn-Sham gap in Ha: 0.24715
Spin multiplicity: 1
Total charge: +2